1.
C34H45BiN4OTe | wB97M-V/def2-TZVPD

Structure (XYZ):
```
86
Properties=species:S:1:pos:R:3:forces:R:3
Bi 0.67721 -0.04002 -1.86424 0.636 -0.433 0.486
C -1.28674 2.67909 -4.22191 -0.465 -0.645 0.494
C -0.87639 2.82532 -2.89206 0.795 2.081 -1.452
C -2.05190 2.62575 -2.06727 1.088 -0.754 2.740
C -2.99466 1.98832 -2.76394 -2.227 0.899 -1.354
C -2.60914 2.15310 -4.20856 1.226 -0.370 0.105
H -0.77488 2.90485 -5.14681 0.300 -0.070 0.239
H 0.08594 3.30892 -2.59768 -0.972 -0.606 -0.059
H -2.06810 2.82845 -0.96707 -0.046 -0.193 -1.285
H -3.99996 1.76465 -2.35999 0.744 -0.038 -0.557
H -3.02626 1.85453 -5.18363 -0.548 0.088 0.995
N -0.09978 -2.21087 -1.19050 -3.030 1.680 1.505
C -1.48008 -2.63957 -1.64531 1.879 -0.933 -1.276
C -2.29281 -1.45528 -2.08428 0.021 0.991 0.041
N -1.47463 -0.64741 -3.00999 1.451 -5.879 -0.342
C -1.25028 -1.31400 -4.36235 0.582 0.591 0.413
C 0.28964 -1.57309 -4.50653 -0.720 0.558 0.703
N 1.10983 -0.48196 -3.99764 -0.166 0.151 0.711
H 0.68047 -2.74618 -1.41833 1.356 -1.544 -0.751
H -0.11769 -2.18049 -0.15165 0.204 0.151 -0.564
H -1.98806 -3.18062 -0.89807 -0.485 -0.414 1.341
H -1.33938 -3.41748 -2.42978 -0.097 0.812 0.086
H -2.56260 -0.83846 -1.19482 0.310 -0.269 -0.555
H -3.23835 -1.75545 -2.54798 0.107 -0.183 0.061
H -1.80510 0.21357 -3.08977 -2.055 4.546 -0.657
H -1.60293 -0.60872 -5.15984 0.172 -0.779 0.649
H -1.76645 -2.30289 -4.40231 0.053 0.966 -0.107
H 0.58706 -1.77937 -5.51545 -0.142 -0.223 -0.718
H 0.53180 -2.44688 -3.91375 0.115 -0.402 0.076
H 0.91369 0.37352 -4.49412 -0.017 0.282 -0.387
H 2.59498 -0.95784 -3.61564 0.446 -0.161 0.191
C -3.37605 4.84404 4.39533 -1.104 0.351 1.150
C -2.12574 4.13216 4.04069 0.164 -0.788 -0.521
C -1.70380 2.95073 4.64248 0.631 0.498 -0.762
C -0.67715 2.18223 4.05789 -1.103 -0.031 0.477
C -0.22232 0.92859 4.73053 1.074 -0.248 0.362
C -0.08984 2.60199 2.88436 0.471 2.235 -0.888
Te 1.31260 1.37817 1.93135 0.058 -0.404 -0.372
N 2.43901 -1.07107 -1.08450 -0.084 -0.496 -1.194
C 3.34892 -1.54595 -1.87691 -0.046 1.316 -0.178
O 3.44728 -1.35722 -3.22401 -0.728 -0.262 0.812
C 4.59725 -2.18316 -1.37128 -0.779 -0.796 -0.096
C 4.80368 -2.48534 -0.04067 0.769 0.636 0.989
C 6.12713 -2.81731 0.41226 -3.056 0.437 1.043
C 7.11096 -3.01766 -0.46304 1.635 -0.247 -2.735
C 6.82132 -2.89630 -1.86204 0.579 -0.299 0.069
C 5.56611 -2.50090 -2.31213 2.135 0.188 1.695
C -0.03013 -0.27575 1.84725 -0.093 -1.470 -0.708
C -1.40078 -0.11082 1.53009 0.312 -1.936 1.181
C -2.00238 1.13375 1.10270 0.656 2.294 -1.566
C -2.27806 -1.19045 1.75359 -0.598 -0.366 -0.626
C -1.82802 -2.48972 1.99262 -1.207 -0.181 -0.054
C -2.74137 -3.70039 2.15956 -0.510 1.113 -0.066
C -0.47146 -2.67374 2.08835 1.173 -0.552 0.091
C 0.43370 -1.62286 2.07593 -0.162 0.936 0.280
C 1.87541 -1.94385 2.35371 -0.987 1.486 1.201
C -0.36193 3.91569 2.35613 -0.331 -0.266 -0.415
C 0.34530 4.56465 1.11512 -1.342 0.052 0.524
C -1.42018 4.61479 2.94687 0.719 -1.220 0.017
H -4.09794 4.19870 4.92195 0.319 0.052 -0.228
H -3.91207 5.26645 3.53295 0.395 -0.176 0.124
H -3.19351 5.66776 5.09381 0.071 0.058 -0.128
H -2.11934 2.67225 5.58664 -0.383 -0.457 0.335
H -0.68838 0.85313 5.72321 0.262 -0.135 -0.306
H 0.88679 1.11942 4.83441 -0.974 -0.820 0.283
H -0.37049 -0.03030 4.16178 0.039 1.066 0.598
H 3.97662 -2.29245 0.65988 0.685 -0.182 -0.311
H 6.35953 -2.87450 1.46514 -0.314 -0.097 0.173
H 8.12355 -3.22834 -0.08727 -0.494 0.036 -0.484
H 7.59205 -3.05937 -2.64216 -0.377 0.065 0.834
H 5.48829 -2.20160 -3.31011 -0.438 -0.036 -1.331
H -1.19062 1.78911 0.70683 -0.568 -0.164 0.483
H -2.51084 1.66243 1.88839 -0.158 0.339 0.482
H -2.69010 1.09266 0.25329 -0.199 -0.698 0.195
H -3.37064 -1.01336 1.63892 0.848 -0.108 0.053
H -3.49731 -3.85540 1.39056 -0.280 0.637 0.042
H -3.19310 -3.75684 3.14333 -0.395 0.454 0.135
H -2.21342 -4.59714 2.11876 1.483 -1.441 -0.139
H -0.03722 -3.67851 2.20792 -0.424 0.401 0.057
H 2.10143 -2.96774 2.56558 0.078 -0.610 -0.445
H 2.19161 -1.37675 3.22678 -0.157 0.016 0.569
H 2.43358 -1.44136 1.62363 1.222 -0.088 -1.513
H 0.12650 3.98512 0.17220 0.434 0.459 0.923
H 1.42056 4.62594 1.31458 -0.161 -0.031 -0.370
H -0.06717 5.61943 0.97428 0.619 -1.418 0.213
H -1.81222 5.51349 2.55371 0.110 0.998 -0.723
```
Forces are in eV/Å.

Its expectation value of S² is 0.770. As for the total charge: +1. The value obtained for the LUMO energy (spin up / spin down) is -2.8 / -4.8 eV. The HOMO energy (spin up / spin down) is -0.3713 / -0.3714 hartree. The spin multiplicity is 2. The calculation puts the HOMO-LUMO gap (spin up / spin down) at 0.2672 / 0.1940 Ha.

Atomic partial charges in e from the Löwdin method, atoms 1 to 6:
1 Bi 1.702
2 C -0.121
3 C -0.131
4 C -0.141
5 C -0.120
6 C -0.021



2.
C34H45Br2F4N7O5S2Zr | wB97M-V/def2-TZVPD

Structure (XYZ):
```
100
Properties=species:S:1:pos:R:3:forces:R:3
Zr -0.16737 -2.33795 0.54204 -1.351 0.033 0.536
C 2.44149 -3.71034 -1.01390 -0.091 0.022 -0.039
N 0.98321 -3.86754 -0.78625 0.066 -0.010 -0.235
C 0.74632 -5.28433 -0.40216 0.002 0.087 -0.004
C 0.28901 -3.53329 -2.05928 0.012 -0.109 -0.115
C -1.19751 -3.79633 -1.93366 -0.012 -0.105 -0.046
N -1.61303 -3.34667 -0.60064 -0.109 0.071 -0.085
C -2.96781 -3.46071 -0.25762 0.522 -0.037 -0.199
C -3.33646 -3.05686 1.01712 -0.023 0.014 0.172
F -2.30983 -2.58833 1.81987 -0.058 -0.103 -0.231
C -4.61297 -3.12738 1.52541 0.010 -0.030 -0.052
F -4.82865 -2.70480 2.77145 -0.035 0.005 0.005
C -5.63589 -3.61883 0.73719 0.086 0.053 0.085
C -5.30591 -4.02764 -0.54007 0.073 -0.032 -0.106
F -6.24729 -4.50239 -1.34241 0.001 0.001 0.029
C -4.00903 -3.96359 -1.04031 -0.139 0.065 0.021
F -3.79752 -4.38533 -2.29089 -0.045 0.004 0.029
H 2.76650 -4.44479 -1.75483 0.019 0.018 0.032
H 2.97734 -3.87754 -0.08286 0.025 0.003 -0.036
H 2.64258 -2.71354 -1.40268 0.026 -0.022 0.013
H 0.96868 -5.93021 -1.25569 0.016 -0.026 0.049
H -0.28852 -5.43592 -0.09950 0.045 -0.014 -0.014
H 1.41469 -5.53841 0.41840 -0.039 -0.024 0.018
H 0.70999 -4.12842 -2.87739 0.005 0.051 0.025
H 0.49182 -2.47181 -2.27095 -0.037 -0.049 0.004
H -1.42137 -4.85450 -2.09246 0.010 0.045 0.054
H -1.70917 -3.23451 -2.71948 0.000 -0.070 0.045
H -6.64978 -3.69031 1.10240 -0.017 0.005 0.009
Br -0.07867 -4.22567 3.02142 -0.005 0.072 -0.084
C 0.45834 -2.70696 4.10519 -0.023 0.082 0.089
Br -0.22931 -1.04350 3.38404 -0.123 -0.192 -0.035
H 1.54006 -2.64189 4.10405 -0.060 -0.015 -0.011
H 0.02135 -2.84255 5.08786 0.081 0.000 -0.029
C 0.86139 1.04071 -2.48500 0.046 0.027 0.072
N 1.06955 2.08181 -3.48423 -0.008 -0.040 -0.002
C 2.29918 1.76582 -4.22190 0.061 0.032 -0.014
N 2.23357 0.44881 -4.86006 -0.035 -0.001 0.046
C 1.99843 -0.54951 -3.82688 0.031 -0.037 -0.012
N 0.75526 -0.30317 -3.07294 -0.034 -0.050 -0.019
C -0.35316 -0.27986 -4.04333 -0.059 0.016 -0.002
N -0.17277 0.72613 -5.08005 0.040 -0.008 0.050
C -0.04977 2.03375 -4.43138 -0.025 0.049 -0.043
C 1.08858 0.44237 -5.77642 -0.003 -0.015 -0.055
H -0.05658 1.25721 -1.93593 0.009 -0.009 -0.005
H 1.69613 1.04519 -1.77879 -0.015 0.005 -0.019
H 3.14460 1.78703 -3.53033 -0.007 -0.002 -0.008
H 2.46046 2.52350 -4.98980 -0.004 -0.003 0.021
H 2.83847 -0.54213 -3.12560 0.000 0.006 -0.003
H 1.94033 -1.53728 -4.29285 -0.002 -0.002 -0.013
H -1.28530 -0.07402 -3.50546 0.008 -0.001 -0.004
H -0.43296 -1.26443 -4.51265 -0.001 -0.005 -0.013
H -0.97770 2.25441 -3.89749 0.000 -0.009 0.006
H 0.09836 2.79692 -5.19648 0.000 -0.006 0.006
H 1.24718 1.19685 -6.54722 -0.008 -0.009 -0.002
H 1.01776 -0.53529 -6.25617 0.007 0.002 -0.006
C -0.99464 5.97969 4.12747 -0.019 -0.004 0.000
C 0.01331 4.87121 4.03930 0.022 0.026 0.029
C -0.24694 3.61896 4.58770 -0.065 -0.010 0.000
C 0.69856 2.60542 4.54746 0.003 -0.005 -0.057
C 1.92455 2.84572 3.94416 -0.028 0.085 -0.082
C 2.21294 4.09193 3.39658 0.000 0.004 0.077
C 1.25640 5.08947 3.44414 0.063 0.043 0.071
S 3.16596 1.59801 3.95334 0.119 0.052 0.245
O 2.49238 0.34541 4.20750 0.089 0.000 -0.064
O 4.28242 1.99953 4.74707 -0.077 -0.065 -0.043
N 3.70568 1.63302 2.39668 -0.072 -0.157 -0.120
C 2.91658 0.91083 1.41632 0.067 0.121 0.077
C 3.31498 -0.57568 1.28762 -0.097 0.025 0.013
C 2.13341 -1.37120 0.88019 -0.014 0.082 -0.198
O 1.74972 -2.39737 1.52301 0.741 -0.139 0.231
O 1.36891 -1.01367 -0.08920 0.313 0.065 0.054
H -2.01294 5.59652 4.16446 -0.011 -0.024 0.004
H -0.91014 6.66122 3.28289 0.005 0.021 -0.017
H -0.83157 6.56291 5.03518 0.010 0.011 0.012
H -1.19876 3.43968 5.07234 -0.015 -0.004 0.007
H 0.49674 1.64366 4.99683 0.018 -0.048 0.014
H 3.17885 4.27976 2.94870 0.031 -0.011 -0.023
H 1.48280 6.06320 3.02774 0.005 0.014 -0.011
H 4.71375 1.54043 2.36026 0.010 0.080 -0.018
H 2.98457 1.40334 0.44671 0.019 0.031 0.013
H 1.87705 0.99295 1.73972 -0.013 -0.021 -0.071
H 3.65627 -0.97932 2.23820 0.086 0.082 0.012
H 4.10444 -0.67641 0.53901 0.002 -0.120 0.009
C -3.43573 0.38342 1.45157 0.152 -0.007 0.044
S -2.48795 0.27084 -0.06041 0.153 -0.070 -0.210
O -1.26759 -0.61183 0.31923 -0.135 0.155 0.102
C -1.79400 1.88511 -0.14783 -0.088 -0.006 0.064
C -0.81517 2.28439 0.75534 -0.036 0.056 -0.076
C -0.28607 3.55570 0.62884 0.035 -0.044 -0.005
C -0.73756 4.39993 -0.38254 -0.009 -0.014 0.013
C -1.71997 3.98699 -1.26858 -0.035 -0.056 -0.020
C -2.25915 2.71047 -1.16091 0.122 0.124 0.001
H -2.74340 0.35521 2.29232 -0.043 0.071 0.027
H -4.13976 -0.44242 1.49215 0.000 -0.032 0.011
H -3.96030 1.33633 1.41510 -0.068 -0.011 0.013
H -0.45804 1.61221 1.52476 -0.006 -0.015 0.049
H 0.47670 3.88967 1.31981 -0.018 -0.027 -0.034
H -0.31246 5.38912 -0.48200 0.011 0.020 0.001
H -2.05686 4.64779 -2.05449 -0.013 0.013 -0.016
H -3.00427 2.36586 -1.86617 -0.049 -0.027 0.002
```
Forces are in eV/Å.

As for the total charge: +2. The value obtained for the LUMO energy is -6.1 eV. The HOMO energy is -0.4748 hartree. The calculation puts the HOMO-LUMO gap at 0.2516 Ha.

Atomic partial charges in e from the Löwdin method, atoms 1 to 6:
1 Zr 1.761
2 C -0.047
3 N -0.360
4 C -0.060
5 C -0.186
6 C -0.197



Which energy relative to the best compared isomer or geometry (same formula, charge and spin) belongs to each record? In order, 41.7, 25.6 kcal per mole.